# 1
{
  "formula": "C14H18N5O3PdS2",
  "method": "ωB97M-V with the def2-TZVPD basis set",
  "species": ["Pd", "N", "C", "C", "O", "N", "C", "C", "O", "O", "H", "H", "H", "H", "H", "H", "C", "C", "C", "N", "N", "C", "N", "S", "H", "H", "H", "H", "H", "H", "H", "S", "C", "C", "C", "C", "C", "C", "H", "H", "H", "H", "H"],
  "coordinates": [[0.120301, -0.101739, -0.842537], [0.369077, 1.390699, -2.544196], [0.249714, 0.600617, -3.787279], [0.894419, -0.774859, -3.665638], [1.080243, -1.483391, -4.620328], [1.220790, -1.111249, -2.344902], [1.840196, -2.303163, -2.068939], [0.848153, -3.038725, -0.876270], [0.760094, -4.217428, -1.040265], [0.441586, -2.204312, -0.023882], [-0.269681, 2.176915, -2.537203], [1.304464, 1.766304, -2.436067], [0.677329, 1.101460, -4.655124], [-0.810587, 0.444052, -3.991534], [2.695989, -2.217704, -1.389475], [2.025201, -2.962683, -2.911348], [2.764637, 4.800454, 2.486046], [1.380193, 4.277463, 2.117536], [1.340631, 2.801146, 1.864640], [0.745484, 2.255515, 0.868642], [0.848149, 0.868913, 0.891480], [1.526563, 0.409701, 1.917069], [1.748366, -0.890432, 2.152180], [2.100427, 1.663493, 2.943411], [2.731420, 5.879527, 2.625840], [3.494099, 4.583066, 1.705269], [3.129361, 4.366694, 3.419424], [1.007326, 4.751052, 1.209579], [0.665281, 4.506165, 2.911701], [1.325454, -1.582170, 1.542231], [2.236543, -1.182546, 2.978244], [-2.209459, 0.266722, -0.926572], [-2.856326, -1.020427, -0.012765], [-3.893108, -1.801921, -0.571552], [-4.401425, -2.867392, 0.135938], [-3.913458, -3.151063, 1.411426], [-2.913227, -2.367613, 1.986274], [-2.380543, -1.312472, 1.282067], [-4.263551, -1.564025, -1.560015], [-5.181427, -3.479667, -0.294956], [-4.323196, -3.986658, 1.963758], [-2.554693, -2.593744, 2.981032], [-1.600809, -0.694575, 1.707059]],
  "forces_ev_per_angstrom": [[0.137, -0.093, -0.102], [0.013, 0.065, -0.067], [-0.019, 0.088, 0.085], [0.051, -0.159, 0.368], [0.024, 0.003, -0.064], [0.203, 0.122, -0.524], [-0.100, 0.041, 0.100], [-0.186, -0.012, 0.278], [0.025, 0.069, -0.018], [0.076, -0.301, -0.216], [-0.038, 0.007, -0.034], [0.030, 0.037, -0.026], [0.030, 0.011, -0.005], [-0.010, -0.026, -0.017], [0.014, 0.017, -0.036], [-0.042, -0.034, -0.005], [0.064, 0.012, 0.021], [-0.072, -0.119, -0.062], [-0.054, 0.298, -0.044], [0.125, -0.478, -0.006], [-0.111, 0.727, 0.098], [-0.144, -0.292, -0.042], [-0.028, 0.074, -0.032], [0.118, 0.065, 0.181], [-0.011, -0.008, -0.008], [-0.021, -0.005, -0.004], [-0.023, -0.014, -0.012], [0.001, 0.020, 0.009], [0.015, 0.008, 0.017], [0.025, -0.020, -0.011], [0.001, -0.031, 0.005], [0.006, 0.006, 0.122], [-0.199, -0.122, 0.032], [0.037, 0.092, 0.041], [0.014, -0.011, 0.057], [-0.045, -0.016, -0.015], [-0.026, -0.009, -0.028], [0.070, -0.040, -0.048], [0.005, 0.013, 0.012], [0.006, -0.004, 0.005], [0.014, 0.010, 0.000], [-0.001, 0.006, -0.002], [0.025, 0.004, 0.001]],
  "nbo_charge": [1.09, -0.82, -0.33, 0.63, -0.52, -0.61, -0.26, 0.84, -0.47, -0.76, 0.40, 0.40, 0.24, 0.24, 0.24, 0.25, -0.61, -0.45, 0.08, -0.26, -0.44, 0.25, -0.79, 0.40, 0.24, 0.22, 0.21, 0.24, 0.24, 0.45, 0.42, 0.17, -0.24, -0.16, -0.21, -0.12, -0.20, -0.17, 0.23, 0.24, 0.23, 0.23, 0.22],
  "gap_ev": [9.460, 6.251],
  "molar_mass_da": 474.88,
  "homo_energy_ev": [-11.683, -12.186],
  "multiplicity": 5,
  "s_squared": 6.0377,
  "total_charge": 1,
  "relative_energy_kcal_mol": 3.0
}

***

# 2
{
  "formula": "C2H7N4S2",
  "method": "ωB97M-V with the def2-TZVPD basis set",
  "species": ["C", "C", "N", "N", "N", "N", "S", "S", "H", "H", "H", "H", "H", "H", "H"],
  "coordinates": [[-0.774019, -2.081347, -1.082189], [-1.849377, 0.023033, -0.247141], [1.010445, 0.595832, 0.058007], [0.541210, -0.435207, -0.311274], [1.813404, 1.388456, 0.350818], [-0.658842, -0.828124, -0.488842], [3.544469, 3.018140, 1.942352], [2.590077, 1.352437, 2.110779], [-1.057921, -2.962673, -0.510683], [-1.471787, -1.969898, -1.926690], [0.157023, -2.254520, -1.454055], [-2.577643, -0.683528, -0.787216], [-2.206080, -0.059246, 0.776011], [-1.705381, 1.017385, -0.680335], [2.644422, 3.879262, 2.250458]],
  "forces_ev_per_angstrom": [[-2.187, -1.361, -1.453], [-0.800, -2.839, -1.113], [-1.374, -0.806, -0.165], [1.230, -1.211, -0.361], [1.627, 1.643, 1.280], [-1.008, 2.785, 2.138], [2.450, -0.097, -0.553], [-1.389, -0.769, -0.871], [-0.265, 0.431, 0.707], [0.217, -0.328, 0.178], [2.516, -1.025, -1.364], [0.345, 2.070, 0.412], [0.430, 0.623, 0.291], [-0.306, -0.229, 0.212], [-1.486, 1.115, 0.661]],
  "nbo_charge": [-0.42, -0.45, 0.16, 0.09, -0.12, -0.13, 0.06, 0.27, 0.23, 0.22, 0.23, 0.24, 0.24, 0.24, 0.12],
  "gap_ev": [8.028, 8.028],
  "smiles": "C[N+](C)=N/N=N\\SS",
  "molar_mass_da": 151.24,
  "homo_energy_ev": [-13.156, -13.157],
  "total_charge": 1,
  "relative_energy_kcal_mol": 89.4
}

***

# 3
{
  "formula": "C5H14N2",
  "method": "ωB97M-V with the def2-TZVPD basis set",
  "species": ["C", "C", "C", "C", "C", "N", "N", "H", "H", "H", "H", "H", "H", "H", "H", "H", "H", "H", "H", "H", "H"],
  "coordinates": [[-1.006644, 1.619488, 0.728385], [0.321073, 1.249711, 0.090450], [0.336682, 0.248184, -1.110224], [-0.230720, -1.080407, -0.857308], [0.462281, -1.785298, 0.207735], [-0.448727, -2.918964, 0.437514], [1.099647, 2.453917, -0.196629], [-0.822816, 2.075643, 1.773763], [-1.690956, 2.134630, 0.207467], [-1.574376, 0.703834, 1.051794], [0.849824, 0.836272, 0.972386], [-0.038507, 0.643293, -2.034963], [1.408002, -0.006503, -1.469558], [-0.221051, -1.461705, -1.813363], [-1.272319, -0.994801, -0.641869], [1.423850, -2.177404, -0.293134], [0.709139, -1.296981, 1.189737], [0.049818, -3.542856, 1.175508], [-1.121411, -2.595295, 1.186875], [0.853332, 3.156398, 0.517001], [0.913877, 2.738839, -1.121557]],
  "forces_ev_per_angstrom": [[1.097, -3.110, 3.943], [0.845, -0.059, 0.603], [2.717, 1.450, 0.188], [-1.144, 2.925, 0.843], [1.526, -2.535, 0.018], [0.619, -2.007, 4.437], [0.220, -0.341, 1.233], [-0.136, -0.136, -1.796], [-2.118, 2.367, -2.181], [0.524, 0.344, -0.417], [0.001, -0.542, -0.762], [-0.801, 0.784, -0.269], [-1.014, 0.938, 1.071], [0.310, -2.232, -1.747], [-1.014, 0.088, 0.478], [-1.067, 0.407, 1.232], [-0.161, 0.207, -1.340], [-0.531, 0.557, -1.981], [0.158, 0.118, -1.556], [0.269, -0.190, -1.022], [-0.298, 0.966, -0.976]],
  "nbo_charge": [-0.62, -0.06, -0.39, -0.42, -0.22, -0.81, -0.83, 0.20, 0.20, 0.20, 0.17, 0.20, 0.20, 0.22, 0.19, 0.19, 0.19, 0.33, 0.34, 0.36, 0.35],
  "gap_ev": 10.001,
  "smiles": "C[C@H](N)CCCN",
  "molar_mass_da": 102.18,
  "homo_energy_ev": -8.997,
  "relative_energy_kcal_mol": 47.7
}

***

no.,strongest force on any atom (eV/A)
1,0.74
2,3.65
3,5.14